[1]
# C18H39NO10

A 3-piece molecular cluster, C18H39NO10 overall in a non-equilibrium geometry (ωB97M-V/def2-TZVPD, the OMol25 dataset).

Computed properties:
- calculated total energy (eV) = -41251.3714
- M (g mol⁻¹) = 429.507
- SMILES = NCCOC(=O)OC[C@@H]1CO1.COCCOCCOC.COCCOCCOC

Atoms and positions in Å:
N 5.8747 0.6594 0.4119
C 4.5052 1.3013 0.4386
C 3.5997 1.0213 -0.9130
O 2.2882 0.4113 -0.6454
C 1.3362 1.3625 -0.0519
O 1.4309 1.9050 1.1803
O 0.1063 1.7558 -0.8169
C -0.8985 0.7729 -0.3844
C -2.4023 1.6679 -0.0401
C -3.3353 1.0013 1.2635
O -3.7293 0.8941 -0.3296
H 6.4987 1.3495 0.9272
H 5.7771 -0.2150 0.9869
H 3.9153 0.8838 1.3889
H 4.5226 2.4783 0.5878
H 3.5704 2.0021 -1.5531
H 4.2246 0.2346 -1.5579
H -1.2256 0.0000 -1.1995
H -0.6073 0.3045 0.6518
H -2.3724 2.9168 -0.1541
H -4.4048 1.4196 1.4873
H -3.1522 -0.1425 1.4713
C 6.4729 -3.3613 7.2699
O 5.4020 -3.2565 6.3472
C 5.1998 -1.9177 5.8921
C 4.6218 -1.9137 4.4748
O 5.5999 -2.1874 3.4614
C 6.0608 -3.5431 3.3843
C 5.0151 -4.5098 2.8221
O 4.0466 -4.8313 3.8214
C 2.7894 -5.1821 3.2664
H 6.2494 -2.7993 8.1799
H 6.6050 -4.4158 7.5249
H 7.4031 -3.0004 6.8184
H 6.1415 -1.3547 5.9048
H 4.4910 -1.4452 6.5787
H 4.2613 -0.9010 4.2629
H 3.7615 -2.5778 4.3837
H 6.4550 -3.8811 4.3448
H 6.9082 -3.5225 2.6892
H 5.4997 -5.4444 2.5218
H 4.5349 -4.0561 1.9476
H 2.4017 -4.3645 2.6487
H 2.0869 -5.3577 4.0847
H 2.8812 -6.0957 2.6692
C -7.8280 3.5691 -6.9910
O -7.0600 2.6269 -6.2618
C -5.7096 2.5479 -6.7209
C -4.7753 2.1506 -5.5754
O -4.4835 3.2320 -4.6789
C -5.5519 3.6325 -3.8103
C -5.8467 2.6186 -2.7016
O -6.5976 1.5194 -3.2194
C -6.3898 0.3250 -2.4833
H -7.9172 3.2623 -8.0358
H -8.8253 3.6172 -6.5465
H -7.3761 4.5645 -6.9237
H -5.3841 3.5071 -7.1427
H -5.6771 1.7835 -7.5029
H -3.8109 1.8687 -6.0123
H -5.1417 1.2769 -5.0352
H -6.4482 3.8880 -4.3792
H -5.2087 4.5593 -3.3362
H -6.4515 3.0906 -1.9207
H -4.9024 2.2729 -2.2659
H -5.3275 0.0569 -2.4800
H -6.9462 -0.4811 -2.9677
H -6.7520 0.4454 -1.4567

[2]
# C5H36NO15

A 14-piece molecular cluster, C5H36NO15 overall in a non-equilibrium geometry (ωB97M-V/def2-TZVPD, the OMol25 dataset).

Computed properties:
- calculated total energy (eV) = -37975.4383
- M (g mol⁻¹) = 350.335
- total charge = -1
- energy relative to the best compared isomer or geometry (same formula, charge and spin) (kcal per mole) = 37.1

Atoms and positions in Å:
C 0.2999 -1.3253 2.4192
C 1.0873 -0.3820 3.3286
C -0.3959 -0.4987 1.3055
N 0.1122 -0.2557 0.1118
C 1.1930 -1.1482 -0.3275
C 1.0853 -1.3676 -1.8493
O 2.1380 -0.6110 -2.4727
O -1.3879 0.1693 1.7655
H -0.5102 -1.8661 2.9008
H 1.0185 -1.9813 1.9360
H 2.0424 -0.1331 2.8697
H 1.1935 -0.9129 4.2723
H 0.5563 0.5328 3.5786
H -0.7556 0.7884 -0.4624
H 2.1338 -0.6692 -0.0549
H 1.1728 -2.1192 0.1608
H 0.1340 -0.9224 -2.1522
H 1.2259 -2.3755 -2.2204
H -2.7192 0.4523 0.9684
H -4.2573 0.5930 1.1737
O -3.5883 0.5904 0.4830
H -2.2107 -0.4469 3.5265
H -2.0265 1.0266 3.8387
O -2.1136 0.1693 4.2562
H 0.9170 2.5713 1.4898
H 0.4632 1.6931 0.3932
O 1.2594 2.1951 0.6679
H -2.0049 0.7893 -1.9974
H -1.9446 1.7498 -0.1132
O -1.2195 1.7552 -0.7555
H -4.2057 -1.3876 -0.4199
H -3.7980 -0.5730 -1.5410
O -4.5093 -1.2030 -1.3192
H 0.1112 1.7439 -2.0565
H -0.0549 2.9945 -2.7973
O 0.5970 2.2886 -2.7050
H -1.8571 0.2002 -3.4343
H 2.2566 0.2528 -2.0389
O -2.4890 0.3266 -2.7212
H -2.0523 -2.0969 -2.4700
H -3.4033 -2.6198 -1.9099
O -2.5240 -2.8989 -2.2289
H 4.3208 -0.4430 0.5303
H 4.4251 -1.5399 1.6309
O 4.3813 -0.5917 1.4948
H -1.6455 -4.0358 -0.7034
H -1.0294 -2.9189 0.0924
O -0.8588 -3.8247 -0.1864
H 2.2462 2.3653 -1.6978
H 2.8021 2.0172 -0.2909
O 2.9508 1.8728 -1.2521
H 3.7023 -0.9211 -1.7818
H 4.7173 0.1355 -1.6377
O 4.5327 -0.7414 -1.2730
H -0.2035 3.9769 0.0242
H -1.0989 4.8633 0.9864
O -0.2116 4.6975 0.6657

HOMO list, top to bottom, in eV: -8.962; -6.424